[1]
{
  "formula": "C2HIN2O",
  "method": "ωB97M-V/def2-TZVPD",
  "total_charge": 0,
  "gap_ev": 8.0,
  "species": ["I", "O", "N", "N", "C", "C", "H"],
  "positions_angstrom": [[-3.434, -0.597, -0.280], [2.485, 1.957, 0.023], [-0.638, -0.808, 0.254], [-1.713, -0.755, 0.802], [0.484, -0.609, -0.058], [1.449, 1.935, -0.432], [1.368, -1.123, -0.308]]
}


[2]
{
  "formula": "C51H39BrF5N2O6PbSe",
  "method": "ωB97M-V/def2-TZVPD",
  "total_charge": 1,
  "gap_ev": [5.2, 3.4],
  "species": ["Pb", "Br", "Se", "F", "F", "F", "F", "F", "O", "O", "O", "O", "O", "O", "N", "N", "C", "C", "C", "C", "C", "C", "C", "C", "C", "C", "C", "C", "C", "C", "C", "C", "C", "C", "C", "C", "C", "C", "C", "C", "C", "C", "C", "C", "C", "C", "C", "C", "C", "C", "C", "C", "C", "C", "C", "C", "C", "C", "C", "C", "C", "C", "C", "C", "C", "C", "C", "H", "H", "H", "H", "H", "H", "H", "H", "H", "H", "H", "H", "H", "H", "H", "H", "H", "H", "H", "H", "H", "H", "H", "H", "H", "H", "H", "H", "H", "H", "H", "H", "H", "H", "H", "H", "H", "H", "H"],
  "positions_angstrom": [[-0.595, -0.309, -1.598], [-7.106, -4.702, -0.420], [-3.114, -1.039, 3.255], [-1.455, -2.700, 7.975], [-2.987, 1.825, 7.665], [-1.938, -0.220, 9.195], [-3.519, 1.478, 5.009], [-1.999, -3.085, 5.423], [-3.270, -1.039, -0.828], [-1.375, -2.805, -0.675], [1.404, 4.091, -0.283], [-0.758, 1.746, -0.978], [1.485, -0.174, -1.114], [3.368, 2.886, -0.285], [-2.094, -6.916, -0.727], [-0.622, -5.326, -0.755], [2.313, -0.230, 2.023], [-2.007, -1.659, 7.255], [-1.929, -5.545, -0.630], [-5.020, -2.710, -0.474], [-1.402, 2.808, -5.452], [-0.458, -8.859, -1.050], [0.555, 1.652, 3.044], [-5.330, -4.034, -0.569], [4.719, 0.535, 0.375], [-1.347, 6.458, -1.658], [-0.434, 2.039, -6.075], [0.891, -9.108, -1.293], [-0.222, 2.787, -1.721], [-0.810, 5.240, -2.105], [1.818, -8.061, -1.202], [1.212, 0.807, 3.880], [1.309, 3.136, -1.375], [2.353, 2.087, -1.066], [5.298, -1.023, -1.835], [2.832, 4.129, 0.044], [-2.597, -3.205, -0.570], [-2.388, 6.446, -0.731], [2.267, 0.707, -0.291], [-2.004, 4.080, -0.371], [0.912, 1.691, 1.692], [-1.022, 4.097, -1.360], [-2.972, -4.615, -0.579], [2.166, -0.116, 3.388], [3.952, -0.700, -1.551], [-1.326, 3.075, -4.083], [-2.782, -0.830, 5.081], [1.428, -6.716, -1.105], [-2.685, 5.262, -0.049], [3.508, 5.262, -0.726], [0.537, 1.475, -5.298], [-4.311, -0.048, -1.014], [-0.284, 2.515, -3.279], [6.357, -0.573, -0.998], [3.649, 0.099, -0.447], [-0.846, -7.559, -0.972], [-3.707, -2.273, -0.446], [0.580, 1.635, -3.884], [-2.309, -1.870, 5.920], [-2.609, 0.674, 7.027], [-4.329, -4.986, -0.645], [1.799, 0.780, 1.161], [6.028, 0.219, 0.095], [2.995, 4.312, 1.555], [-2.164, -0.397, 7.836], [0.077, -6.518, -1.011], [-2.945, 0.439, 5.705], [-2.210, 3.167, 0.188], [-4.859, 0.106, -0.051], [2.647, 5.265, 1.877], [0.401, 2.467, 1.115], [3.479, 5.038, -1.809], [-3.480, 5.189, 0.640], [-1.041, 7.395, -2.086], [1.323, 0.866, -5.752], [-0.410, 2.048, -7.148], [-0.127, 2.456, 3.385], [2.496, 3.547, 2.191], [6.864, 0.709, 0.688], [2.882, -8.292, -1.212], [-0.208, 5.208, -3.027], [4.074, 4.311, 1.802], [3.029, 6.236, -0.484], [1.768, 3.692, -2.247], [-4.921, -0.307, -1.872], [-2.973, -7.328, -0.819], [0.917, 0.731, 4.932], [-4.616, -6.043, -0.650], [-2.225, 3.231, -6.024], [7.391, -0.733, -1.296], [2.854, -1.079, 1.645], [-2.954, 7.343, -0.468], [1.432, 1.151, -3.306], [3.223, -1.138, -2.212], [-1.115, -9.736, -0.900], [-0.287, -4.357, -0.675], [2.195, -5.915, -1.124], [-3.803, 0.904, -1.181], [4.541, 5.336, -0.412], [4.501, 1.030, 1.310], [-5.830, -1.947, -0.369], [5.533, -1.667, -2.661], [-2.086, 3.721, -3.720], [2.834, 1.750, -1.989], [1.331, -10.142, -1.425], [2.686, -0.732, 4.117]]
}


[3]
{
  "formula": "C3H6Br2NO",
  "method": "ωB97M-V/def2-TZVPD",
  "total_charge": 1,
  "gap_ev": 10.4,
  "species": ["Br", "Br", "O", "N", "C", "C", "C", "H", "H", "H", "H", "H", "H"],
  "positions_angstrom": [[0.653, -3.502, -1.044], [-2.235, -1.592, -0.758], [1.012, -2.205, 1.351], [-0.687, -0.269, 1.234], [0.433, -2.201, 0.305], [-0.525, -1.075, -0.004], [0.403, 0.017, -1.343], [-0.084, -0.756, 1.951], [1.373, 0.215, -0.915], [0.428, -0.610, -2.221], [-1.672, -0.263, 1.548], [-0.239, 0.878, -1.446], [-0.361, 0.706, 1.140]]
}


[4]
{
  "formula": "C5H6O3Tl",
  "method": "ωB97M-V/def2-TZVPD",
  "s_squared": 0.754,
  "multiplicity": 2,
  "total_charge": 2,
  "gap_ev": [5.8, 7.2],
  "species": ["Tl", "O", "O", "O", "C", "C", "C", "C", "C", "H", "H", "H", "H", "H", "H"],
  "positions_angstrom": [[-1.778, 0.118, 2.110], [-0.163, -0.427, 1.647], [-4.738, -1.866, -0.116], [-3.457, -0.648, 1.375], [0.737, -0.541, 0.603], [0.858, 0.729, -0.246], [2.858, 1.181, -1.702], [1.752, 0.516, -1.448], [-4.046, -1.338, 0.630], [-0.149, 1.006, -0.601], [0.439, -1.377, -0.059], [1.239, 1.554, 0.374], [1.420, -0.260, -2.153], [1.741, -0.787, 0.999], [3.288, 2.142, -1.414]]
}


[5]
{
  "formula": "C4H16N2O2",
  "method": "ωB97M-V/def2-TZVPD",
  "smiles": "NCCCCN.O.O",
  "total_charge": 0,
  "gap_ev": 9.9,
  "species": ["O", "O", "N", "N", "C", "C", "C", "C", "H", "H", "H", "H", "H", "H", "H", "H", "H", "H", "H", "H", "H", "H", "H", "H"],
  "positions_angstrom": [[-2.991, 0.016, 0.501], [-2.438, -1.551, -1.912], [0.192, 2.415, 1.389], [1.861, -1.885, -0.920], [0.577, 1.049, 1.765], [1.714, 0.500, 0.876], [1.215, 0.511, -0.597], [0.795, -0.868, -1.048], [0.409, -0.811, -2.066], [-0.238, 2.792, 2.188], [0.845, 0.879, 2.813], [-1.850, -1.918, -1.242], [1.938, 0.988, -1.265], [-3.029, -0.988, -1.393], [1.958, -2.380, -1.793], [-0.284, 0.402, 1.552], [0.362, 1.191, -0.641], [1.031, 2.987, 1.314], [-0.021, -1.245, -0.423], [2.511, 1.243, 0.978], [2.038, -0.495, 1.164], [2.766, -1.466, -0.739], [-3.299, -0.621, 1.126], [-2.358, 0.734, 0.539]]
}


[6]
{
  "formula": "C4H6O4",
  "method": "ωB97M-V/def2-TZVPD",
  "smiles": "O/C=C/O.O=C=CO",
  "total_charge": 0,
  "gap_ev": 8.9,
  "species": ["O", "O", "O", "O", "C", "C", "C", "C", "H", "H", "H", "H", "H", "H"],
  "positions_angstrom": [[1.053, 1.247, 2.520], [-1.334, -0.767, -2.853], [2.398, -0.518, -0.258], [-0.572, -0.252, 0.708], [2.176, 0.045, 0.736], [2.164, 0.734, 1.785], [-0.969, -0.105, -0.632], [-0.883, -0.988, -1.598], [-0.690, -2.068, -1.384], [0.150, -1.013, 0.762], [3.080, 1.029, 2.217], [-1.685, 0.095, -3.045], [-1.345, 0.834, -0.970], [0.265, 1.023, 2.082]]
}


Listing relative energy (zero: lowest compared OMol25 entry of this formula, charge and spin) for the structures above in their given order: 216.12; 0.00; 11.54; 23.54; 98.92; 450.83 kJ/mol.
Listing DFT total energy for the structures above in their given order: -559.11377; -8195.00773; -5395.63076; -591.37272; -421.95374; -456.84920 hartree.